(a)
C6H13NO5 | the ωB97M-V functional and the def2-TZVPD basis

The geometry in XYZ format:
```
25
Properties=species:S:1:pos:R:3
C -1.50 2.47 -0.14
C -2.51 1.42 0.69
O -2.80 0.32 -0.27
C -1.60 0.91 1.99
O -0.89 -0.36 1.67
O 0.20 -0.45 2.38
C 1.17 -1.40 1.74
O 0.99 -2.73 1.96
O 2.26 -0.95 0.83
C 1.67 -0.97 -0.54
C 2.77 -1.22 -1.72
N 2.01 -1.72 -2.96
H -0.51 1.83 -0.31
H -1.97 2.62 -1.20
H -1.30 3.46 0.46
H -3.49 1.96 1.05
H -3.09 -0.51 0.20
H -0.86 1.78 2.31
H -2.33 0.77 2.92
H 0.89 -1.87 -0.53
H 1.11 0.07 -0.71
H 3.56 -2.07 -1.47
H 3.36 -0.24 -2.06
H 1.77 -0.93 -3.60
H 1.11 -2.17 -2.68
```

The SMILES is C[C@@H](O)COOC(=O)OCCN. Its HOMO-LUMO gap is 9.4 eV. The total charge is 0. Its HOMO energy is -9.61 eV. As for the spin multiplicity: 1.

(b)
C6H13NO5 | the ωB97M-V functional and the def2-TZVPD basis

The geometry in XYZ format:
```
25
Properties=species:S:1:pos:R:3
C 1.18 -0.93 -0.34
C 0.37 -1.28 0.92
C -1.46 0.10 0.54
C -2.71 -0.08 -0.39
C -0.46 1.08 -0.06
C 0.61 0.53 -0.94
H 2.16 0.22 1.10
H 3.15 -1.30 0.37
H 1.32 -1.57 -1.12
H 0.48 -2.32 1.10
H 0.72 0.57 1.83
H -1.88 0.13 1.74
H -3.23 -1.19 -0.18
H -3.43 0.81 -0.32
H -1.00 -0.68 -1.76
H -1.04 1.80 -0.70
H 0.99 2.03 0.37
H 0.25 0.33 -1.96
H 2.46 0.97 -0.82
N 2.40 -0.46 0.15
O 0.58 -0.49 1.98
O -0.91 -1.25 0.39
O -2.29 -0.18 -1.78
O 0.18 1.71 0.94
O 1.59 1.45 -1.04
```

Its HOMO-LUMO gap is 9.7 eV. The total charge is 0. Its HOMO energy is -9.21 eV. As for the spin multiplicity: 1.

Tell me which of them is the least stable. Sure, it is (a).

(a)
C10H15N3 | the ωB97M-V functional and the def2-TZVPD basis

The geometry in XYZ format:
```
28
Properties=species:S:1:pos:R:3
C -2.19 -0.93 0.01
C -2.26 -0.32 -1.37
C -1.67 1.86 -0.95
C -0.85 1.83 0.36
C -1.56 -0.14 1.21
C 0.91 -0.07 0.45
C 1.97 0.60 -0.27
C 3.19 -0.24 -0.41
C 3.51 -1.31 0.30
C 1.29 -1.38 0.91
H -3.29 -0.63 0.07
H -2.04 -2.16 0.10
H -2.96 -1.10 -1.94
H -1.34 -0.57 -1.93
H -3.43 1.30 -0.95
H -0.93 1.68 -1.66
H -1.95 2.94 -1.23
H 0.18 2.33 -0.49
H -1.21 2.40 1.28
H -2.19 0.58 1.83
H -1.33 -1.24 1.87
H 1.57 1.39 -1.42
H 4.14 -0.06 -1.11
H 4.40 -1.78 0.26
H 0.44 -1.96 1.22
N -2.75 1.02 -1.56
N -0.31 0.57 0.82
N 2.48 -1.95 1.11
```

Its HOMO-LUMO gap is 8.3 eV. The total charge is 0. Its HOMO energy is -8.14 eV. As for the spin multiplicity: 1.

(b)
C10H15N3 | the ωB97M-V functional and the def2-TZVPD basis

The geometry in XYZ format:
```
28
Properties=species:S:1:pos:R:3
C 0.03 0.50 1.77
C -2.39 0.33 2.32
C -0.18 0.00 -1.00
C 0.83 0.89 -1.16
C 0.66 2.24 -1.43
C 2.28 0.58 -1.26
C 2.47 -0.78 -1.36
C 1.59 -1.68 -0.91
C 0.22 -1.30 -0.94
C -0.76 -2.49 -0.76
H 0.47 1.36 1.26
H 0.65 -0.30 1.69
H 0.09 0.63 2.83
H -2.26 1.33 2.94
H -3.52 0.38 2.10
H -2.37 -0.37 3.04
H -0.22 2.54 -2.05
H 1.61 2.56 -1.87
H 0.51 2.85 -0.42
H 3.08 1.42 -1.42
H 3.49 -1.32 -1.30
H 1.92 -2.84 -0.56
H -0.09 -3.39 -0.54
H -1.51 -2.82 -1.75
H -1.83 -2.11 0.05
N -1.37 0.30 1.37
N -1.94 0.86 0.26
N -1.48 0.65 -0.89
```

Its HOMO-LUMO gap is 9.2 eV. The total charge is 0. Its HOMO energy is -8.42 eV. As for the spin multiplicity: 1.

Tell me which of them is the least stable. Sure, it is (a).